101
Properties=species:S:1:pos:R:3 method="wB97M-V/def2-TZVPD" total_charge=-1
Tl -0.07 -1.03 -1.15
O 3.69 -1.48 -3.27
C 2.92 -1.67 -2.33
O 1.64 -1.56 -2.43
C 3.49 -2.14 -0.99
C 4.80 -2.62 -1.07
C 5.41 -3.17 0.04
C 4.74 -3.31 1.27
C 3.45 -2.85 1.33
C 2.79 -2.16 0.29
O 1.71 -1.58 0.49
N 2.70 -3.20 2.56
O 1.60 -3.72 2.44
O 3.29 -3.02 3.61
N 6.75 -3.74 -0.03
O 7.19 -4.40 0.94
O 7.34 -3.65 -1.08
H 5.40 -2.53 -1.98
H 5.29 -3.79 2.10
Cl -6.24 -0.84 -6.39
C -4.80 -0.92 -5.39
C -4.01 -2.05 -5.43
C -2.88 -2.16 -4.62
I -1.99 -4.08 -4.42
C -2.37 -1.11 -3.84
O -1.25 -1.21 -3.22
C -3.22 0.08 -3.78
N -2.83 1.08 -2.97
C -3.62 2.14 -2.84
C -4.83 2.30 -3.55
C -5.23 1.32 -4.41
C -4.43 0.16 -4.55
H -4.35 -2.91 -6.02
H -3.33 2.88 -2.13
H -5.41 3.21 -3.39
H -6.15 1.43 -4.96
C -5.14 2.85 2.32
C -5.40 1.50 2.42
C -4.53 0.57 1.85
C -3.36 1.00 1.17
C -3.17 2.35 0.94
C -4.03 3.27 1.57
N -2.52 -0.04 0.58
N -2.66 -1.06 1.27
C -2.10 -2.32 0.94
C -2.65 -3.33 1.73
C -2.29 -4.62 1.53
C -1.26 -4.89 0.62
C -0.68 -3.87 -0.18
C -1.11 -2.54 -0.04
H -5.79 3.61 2.77
H -6.24 1.12 2.98
H -4.67 -0.49 1.94
H -2.33 2.64 0.36
H -3.86 4.31 1.49
H -3.46 -3.09 2.41
H -2.73 -5.45 2.10
H -0.96 -5.90 0.49
H 0.14 -4.16 -0.84
C 0.13 2.76 -1.80
P 0.78 1.13 -2.26
C 0.63 1.05 -4.04
C 2.56 1.33 -1.90
C 2.94 1.25 -0.60
C 4.26 1.48 -0.24
C 5.22 1.72 -1.22
C 4.83 1.81 -2.53
C 3.49 1.60 -2.88
H 0.50 3.54 -2.48
H 0.53 3.02 -0.81
H -0.97 2.80 -1.72
H 0.85 2.05 -4.40
H -0.43 0.79 -4.27
H 1.31 0.31 -4.39
H 2.19 0.93 0.15
H 4.56 1.36 0.82
H 6.23 1.89 -0.93
H 5.57 2.07 -3.27
H 3.24 1.66 -3.93
C 0.83 0.62 5.10
N 1.93 0.95 4.21
C 2.13 2.37 4.14
N 0.93 3.15 3.83
C -0.11 2.75 4.75
N -0.42 1.31 4.79
C -0.95 0.82 3.51
P 0.19 1.11 2.06
C 1.73 0.43 2.88
C 0.53 2.87 2.44
H 1.16 0.82 6.15
H 0.64 -0.44 5.01
H 2.91 2.59 3.37
H 2.52 2.69 5.10
H -1.01 3.30 4.46
H 0.20 3.06 5.75
H -1.88 1.35 3.26
H -1.26 -0.20 3.56
H 2.60 0.60 2.24
H 1.64 -0.65 2.88
H -0.36 3.48 2.22
H 1.29 3.32 1.77

93
Properties=species:S:1:pos:R:3 method="wB97M-V/def2-TZVPD" total_charge=-1
Tl 1.34 -0.31 -0.51
C 4.50 2.33 1.73
C 3.09 1.97 1.30
O 2.87 0.71 1.13
C 2.15 2.96 1.18
C 0.79 2.80 0.77
C -0.14 3.97 0.96
N 0.32 1.71 0.21
N -1.02 1.76 -0.11
C -1.40 0.89 -1.02
O -0.65 0.08 -1.66
C -2.86 0.87 -1.31
C -3.38 -0.22 -2.01
C -4.74 -0.28 -2.31
C -5.58 0.76 -1.93
C -5.06 1.85 -1.24
C -3.71 1.90 -0.93
H 5.22 1.83 1.08
H 4.67 1.98 2.75
H 4.67 3.41 1.70
H 2.45 3.97 1.43
H 0.32 4.72 1.60
H -1.07 3.62 1.40
H -0.38 4.42 0.00
H -2.70 -1.01 -2.30
H -5.14 -1.13 -2.84
H -6.63 0.72 -2.16
H -5.71 2.67 -0.95
H -3.28 2.74 -0.40
C 2.91 2.14 -2.37
N 2.36 0.79 -2.33
C 2.16 0.16 -3.44
C 1.63 -1.15 -3.47
C 1.34 -2.02 -4.54
C 0.86 -3.19 -3.97
C 0.87 -2.98 -2.58
N 1.35 -1.77 -2.28
C 2.07 3.11 -3.18
C 0.71 3.23 -2.92
C -0.07 4.10 -3.66
C 0.50 4.86 -4.67
C 1.86 4.74 -4.94
C 2.64 3.86 -4.19
H 3.93 2.11 -2.77
H 2.97 2.49 -1.33
H 2.40 0.64 -4.39
H 1.46 -1.79 -5.59
H 0.52 -4.08 -4.48
H 0.58 -3.66 -1.79
H 0.26 2.63 -2.14
H -1.13 4.18 -3.45
H -0.11 5.54 -5.26
H 2.31 5.33 -5.73
H 3.70 3.77 -4.41
F -5.00 -6.08 3.66
C -5.17 -5.55 2.42
F -6.34 -4.89 2.46
F -5.33 -6.59 1.58
C -4.03 -4.67 2.04
C -3.87 -3.45 2.70
C -2.80 -2.63 2.38
C -1.88 -3.01 1.40
C -2.07 -4.22 0.73
C -3.13 -5.05 1.05
C -0.76 -2.20 1.06
C 0.24 -1.57 0.77
H -4.59 -3.16 3.45
H -2.67 -1.68 2.89
H -1.38 -4.50 -0.05
H -3.27 -5.99 0.53
N 4.25 -1.56 0.79
C 5.18 -2.50 0.97
C 5.01 -3.43 -0.03
C 3.93 -2.94 -0.79
N 3.48 -1.81 -0.27
H 4.04 -0.67 1.27
H 5.89 -2.46 1.79
H 5.59 -4.32 -0.21
H 3.47 -3.36 -1.67
N 1.52 -0.54 3.55
C 0.36 -0.06 4.14
C 0.09 1.31 4.16
C -1.04 1.79 4.80
C -1.92 0.93 5.43
C -1.66 -0.43 5.42
C -0.53 -0.92 4.78
H 1.87 0.01 2.77
H 1.48 -1.52 3.31
H 0.76 1.99 3.65
H -1.24 2.86 4.79
H -2.81 1.31 5.92
H -2.34 -1.13 5.89
H -0.33 -1.99 4.76

What are the LUMO values for these records? In order: 1.38 2.40 eV.
What are the ΔE to the lowest compared entry with this formula, charge and spin values for these records? In order: 0.398 0.000 eV.